{"formula": "C38H27BCl2F4N5O2V", "method": "the ωB97M-V functional and the def2-TZVPD basis", "s_squared": 0.834, "multiplicity": 2, "charge": -1, "elements": ["V", "C", "C", "N", "C", "C", "C", "C", "C", "C", "C", "N", "C", "C", "C", "C", "C", "C", "C", "C", "N", "C", "H", "H", "H", "H", "H", "H", "H", "H", "H", "H", "H", "H", "N", "C", "C", "C", "C", "C", "C", "H", "H", "H", "H", "H", "F", "B", "F", "F", "F", "Cl", "C", "C", "C", "C", "C", "Cl", "C", "N", "C", "C", "C", "C", "C", "C", "C", "C", "O", "O", "H", "H", "H", "H", "H", "H", "H", "H", "H", "H"], "xyz": [[0.16, -0.14, 0.02], [-1.30, -3.84, -2.32], [-1.36, -2.67, -1.55], [-0.41, -2.33, -0.71], [0.68, -3.12, -0.58], [0.84, -4.31, -1.32], [-0.20, -4.65, -2.20], [2.02, -5.08, -1.14], [2.97, -4.64, -0.28], [2.82, -3.44, 0.46], [1.69, -2.67, 0.34], [1.36, -1.50, 0.98], [1.45, -1.34, 2.34], [2.38, -1.88, 3.22], [2.29, -1.63, 4.61], [1.30, -0.86, 5.15], [0.30, -0.33, 4.30], [-0.80, 0.42, 4.76], [-1.75, 0.84, 3.87], [-1.61, 0.53, 2.51], [-0.59, -0.15, 2.06], [0.38, -0.58, 2.92], [-2.11, -4.08, -3.00], [-2.19, -1.98, -1.63], [-0.12, -5.56, -2.79], [2.15, -5.99, -1.72], [3.89, -5.21, -0.16], [3.65, -3.11, 1.07], [3.20, -2.48, 2.86], [3.05, -2.05, 5.25], [1.26, -0.66, 6.21], [-0.88, 0.65, 5.81], [-2.61, 1.42, 4.20], [-2.35, 0.84, 1.78], [0.96, 1.22, 0.48], [1.42, 2.26, 1.26], [0.68, 3.44, 1.35], [1.12, 4.46, 2.18], [2.28, 4.32, 2.92], [3.02, 3.14, 2.83], [2.60, 2.11, 2.00], [-0.22, 3.53, 0.76], [0.54, 5.37, 2.25], [2.62, 5.12, 3.57], [3.93, 3.02, 3.41], [3.15, 1.19, 1.92], [-3.80, 1.16, 0.03], [-2.73, 1.23, -0.85], [-1.85, 0.07, -0.49], [-1.98, 2.38, -0.64], [-3.11, 1.06, -2.16], [6.67, -0.72, -5.17], [6.60, 0.24, -3.72], [7.79, 0.55, -3.08], [7.76, 1.32, -1.93], [6.56, 1.77, -1.42], [5.37, 1.43, -2.07], [3.88, 1.93, -1.37], [5.36, 0.67, -3.24], [4.17, 0.33, -3.91], [3.33, 1.34, -4.38], [3.85, 2.57, -4.78], [3.01, 3.57, -5.25], [1.65, 3.35, -5.35], [1.14, 2.12, -4.98], [1.95, 1.10, -4.50], [1.37, -0.24, -4.13], [1.45, -0.56, -2.64], [2.42, -1.19, -2.20], [0.48, -0.08, -1.95], [8.72, 0.19, -3.49], [8.69, 1.58, -1.43], [6.51, 2.36, -0.52], [3.70, -0.46, -3.47], [4.91, 2.74, -4.70], [3.44, 4.52, -5.54], [0.99, 4.13, -5.71], [0.07, 1.93, -5.04], [1.90, -1.03, -4.67], [0.32, -0.26, -4.43]], "lowdin_charge": [0.990, -0.045, -0.097, 0.077, -0.151, -0.157, -0.015, -0.057, -0.082, -0.015, -0.212, -0.012, -0.213, -0.016, -0.093, -0.066, -0.160, -0.012, -0.035, -0.070, 0.051, -0.141, 0.100, 0.118, 0.112, 0.102, 0.099, 0.094, 0.078, 0.098, 0.100, 0.113, 0.104, 0.106, -0.047, -0.348, -0.019, -0.097, -0.115, -0.100, -0.052, 0.105, 0.096, 0.089, 0.095, 0.108, 0.119, -1.213, -0.026, 0.141, 0.152, 0.678, -0.590, -0.123, -0.091, -0.107, -0.565, 0.822, -0.309, 0.061, -0.239, -0.042, -0.101, -0.104, -0.036, -0.156, -0.047, -0.604, 0.019, -0.109, 0.097, 0.102, 0.102, 0.105, 0.112, 0.095, 0.092, 0.114, 0.126, 0.118]}

---

{"formula": "C38H27Br3DyN5O8", "method": "the ωB97M-V functional and the def2-TZVPD basis", "s_squared": 9.139, "multiplicity": 6, "charge": -2, "elements": ["Dy", "O", "C", "O", "C", "C", "C", "N", "C", "C", "C", "C", "C", "C", "C", "N", "C", "C", "C", "C", "C", "N", "H", "H", "H", "H", "H", "H", "H", "H", "H", "H", "C", "C", "C", "C", "C", "C", "Br", "C", "C", "Br", "C", "O", "C", "N", "H", "H", "H", "H", "H", "H", "O", "C", "C", "C", "C", "O", "N", "H", "H", "H", "H", "Br", "C", "C", "C", "C", "C", "C", "C", "O", "O", "H", "H", "H", "H", "C", "O", "H", "H", "H"], "xyz": [[-11.74, 2.25, 12.90], [-8.73, 1.01, 19.18], [-8.47, 2.00, 18.46], [-7.43, 2.72, 18.57], [-9.36, 2.36, 17.36], [-10.72, 2.12, 17.45], [-11.68, 2.58, 16.53], [-11.26, 3.11, 15.30], [-9.97, 3.53, 15.27], [-8.96, 2.99, 16.11], [-9.45, 4.38, 14.23], [-8.27, 5.19, 14.41], [-7.85, 6.04, 13.36], [-8.59, 6.01, 12.16], [-9.68, 5.21, 12.06], [-10.14, 4.46, 13.05], [-13.07, 2.71, 16.92], [-13.58, 2.11, 18.13], [-14.92, 2.31, 18.42], [-15.66, 3.14, 17.63], [-15.12, 3.65, 16.41], [-13.86, 3.43, 16.08], [-11.03, 1.63, 18.34], [-7.83, 3.16, 15.95], [-7.75, 5.15, 15.36], [-6.92, 6.62, 13.45], [-8.28, 6.66, 11.34], [-10.28, 5.19, 11.14], [-12.93, 1.60, 18.83], [-15.34, 1.86, 19.32], [-16.68, 3.41, 17.90], [-15.71, 4.28, 15.70], [-12.80, -0.10, 10.01], [-13.42, 1.22, 9.76], [-14.17, 1.43, 8.57], [-14.81, 2.67, 8.39], [-14.69, 3.70, 9.43], [-15.41, 4.92, 9.41], [-16.27, 5.46, 7.81], [-15.33, 5.78, 10.40], [-14.39, 5.62, 11.43], [-14.01, 7.05, 12.54], [-13.68, 4.41, 11.55], [-12.89, 4.13, 12.54], [-13.85, 3.40, 10.56], [-13.17, 2.21, 10.65], [-12.78, -0.09, 11.11], [-11.81, -0.08, 9.52], [-13.42, -0.91, 9.64], [-14.28, 0.68, 7.75], [-15.35, 2.89, 7.45], [-16.01, 6.62, 10.34], [-8.97, 1.86, 12.75], [-9.13, 1.79, 11.50], [-8.14, 1.30, 10.46], [-8.70, 1.89, 9.19], [-10.11, 2.35, 9.60], [-10.97, 2.58, 8.78], [-10.25, 2.28, 10.94], [-8.07, 0.21, 10.57], [-7.13, 1.64, 10.70], [-8.58, 1.27, 8.32], [-8.01, 2.72, 8.87], [-18.71, -3.27, 12.86], [-17.44, -1.96, 13.31], [-16.75, -2.09, 14.51], [-15.68, -1.24, 14.82], [-15.32, -0.32, 13.88], [-16.00, -0.17, 12.66], [-17.09, -0.99, 12.39], [-14.17, 0.57, 14.26], [-13.72, 0.44, 15.42], [-13.78, 1.34, 13.36], [-17.07, -2.92, 15.16], [-15.08, -1.44, 15.72], [-15.69, 0.60, 11.99], [-17.62, -0.97, 11.46], [-10.80, -0.78, 14.07], [-11.27, 0.25, 13.25], [-9.76, -0.60, 14.41], [-10.82, -1.75, 13.54], [-11.42, -0.89, 15.02]], "lowdin_charge": [1.623, -0.048, -0.718, -0.072, -0.083, 0.048, -0.151, 0.099, -0.244, 0.085, -0.200, 0.008, -0.061, -0.083, -0.145, 0.066, -0.208, 0.002, -0.108, -0.090, -0.121, 0.129, 0.097, 0.144, 0.103, 0.104, 0.095, 0.125, 0.103, 0.103, 0.089, 0.115, -0.020, -0.336, -0.021, -0.019, -0.164, -0.675, 0.713, -0.233, -0.642, 0.764, -0.411, -0.242, -0.122, 0.108, 0.070, 0.094, 0.074, 0.117, 0.066, 0.089, -0.036, -0.498, -0.100, -0.097, -0.512, 0.044, 0.040, 0.126, 0.109, 0.095, 0.122, 0.688, -0.727, -0.136, -0.012, -0.118, 0.015, -0.128, -0.617, 0.008, -0.148, 0.094, 0.129, 0.102, 0.084, -0.248, -0.494, 0.064, 0.056, 0.078]}

---

{"formula": "C38H27Cl2N12O3W", "method": "the ωB97M-V functional and the def2-TZVPD basis", "s_squared": 2.014, "multiplicity": 3, "charge": 1, "elements": ["W", "Cl", "C", "C", "C", "N", "C", "O", "C", "C", "C", "C", "C", "N", "C", "C", "C", "Cl", "N", "C", "O", "C", "C", "C", "C", "C", "N", "H", "H", "H", "H", "H", "H", "H", "H", "H", "H", "C", "N", "C", "C", "N", "C", "C", "C", "C", "C", "C", "N", "C", "N", "C", "C", "C", "C", "C", "C", "N", "H", "H", "H", "H", "H", "H", "H", "H", "H", "H", "H", "H", "H", "H", "H", "N", "C", "O", "C", "C", "N", "C", "N", "H", "H"], "xyz": [[-0.37, -0.72, -0.06], [-0.77, -1.11, -6.99], [-0.40, -0.59, -5.40], [-0.96, -1.28, -4.32], [-0.66, -0.88, -3.03], [-0.91, -1.65, -1.86], [-1.01, -3.00, -1.96], [-1.26, -3.68, -2.94], [-0.69, -3.69, -0.67], [-0.75, -5.06, -0.54], [-0.35, -5.63, 0.66], [0.10, -4.81, 1.69], [0.12, -3.44, 1.49], [-0.28, -2.90, 0.33], [0.07, 0.30, -2.79], [0.71, 0.90, -3.87], [0.47, 0.45, -5.16], [1.29, 1.25, -6.46], [0.10, 0.72, -1.45], [1.25, 1.27, -0.77], [1.10, 3.62, 0.10], [2.34, 0.23, -1.01], [3.59, 0.40, -1.55], [4.36, -0.73, -1.79], [3.86, -1.98, -1.47], [2.59, -2.07, -0.92], [1.85, -0.98, -0.69], [-1.56, -2.15, -4.51], [-1.09, -5.64, -1.38], [-0.38, -6.70, 0.80], [0.43, -5.21, 2.63], [0.45, -2.75, 2.25], [1.41, 1.70, -3.75], [3.95, 1.39, -1.80], [5.34, -0.64, -2.24], [4.42, -2.88, -1.65], [2.15, -3.02, -0.66], [-0.40, -0.23, 3.94], [0.88, -0.24, 3.25], [1.47, 1.05, 3.01], [1.62, 1.44, 1.57], [0.85, 1.00, 0.64], [1.64, 2.75, -0.92], [1.80, 3.48, -2.19], [2.71, 4.47, -2.28], [3.63, 4.78, -1.20], [3.54, 4.19, -0.01], [2.45, 3.22, 0.22], [2.63, 2.31, 1.31], [-1.56, -0.66, 3.11], [-1.58, -1.11, 1.88], [-2.89, -1.58, 1.66], [-3.49, -2.13, 0.53], [-4.82, -2.51, 0.64], [-5.54, -2.34, 1.82], [-4.96, -1.77, 2.94], [-3.63, -1.39, 2.82], [-2.76, -0.80, 3.72], [-0.36, -0.94, 4.77], [-0.63, 0.75, 4.36], [1.53, -0.85, 3.72], [0.88, 1.85, 3.47], [2.47, 1.09, 3.45], [1.09, 3.32, -2.98], [2.76, 5.07, -3.18], [4.41, 5.51, -1.38], [4.25, 4.38, 0.79], [3.14, 2.66, 2.11], [-2.97, -2.21, -0.41], [-5.31, -2.94, -0.23], [-6.58, -2.65, 1.85], [-5.52, -1.61, 3.85], [-2.97, -0.48, 4.65], [-1.58, 4.58, 2.19], [-1.64, 3.26, 1.89], [-1.37, 2.39, 2.72], [-2.05, 2.94, 0.52], [-2.13, 3.92, -0.48], [-2.18, 4.77, -1.27], [-2.15, 1.62, 0.21], [-2.15, 0.47, -0.01], [-1.77, 5.29, 1.51], [-1.28, 4.83, 3.12]], "lowdin_charge": [1.744, 0.698, -0.681, -0.025, -0.183, -0.037, -0.466, 0.092, -0.189, 0.037, -0.012, -0.024, -0.110, -0.052, -0.215, -0.051, -0.681, 0.691, -0.070, -0.341, 0.107, -0.172, 0.035, -0.015, -0.025, -0.075, 0.030, 0.106, 0.133, 0.122, 0.116, 0.098, 0.074, 0.128, 0.122, 0.117, 0.113, -0.135, -0.029, -0.120, -0.269, 0.063, -0.222, 0.021, -0.031, -0.040, 0.027, -0.368, 0.198, -0.283, 0.009, -0.229, -0.028, -0.059, -0.070, -0.003, -0.172, 0.191, 0.139, 0.118, 0.116, 0.127, 0.136, 0.113, 0.119, 0.115, 0.118, 0.152, 0.083, 0.112, 0.110, 0.116, 0.177, 0.192, -0.521, -0.005, -0.181, -0.231, 0.157, -0.131, 0.060, 0.102, 0.113]}

---

Relative energy (zero: lowest compared OMol25 entry of this formula, charge and spin)? In order: 93.5 290.5 103.2 kJ/mol.